[1]
ORCA calculation (wB97M-V/def2-TZVPD) on a 12-piece molecular cluster, C48H114O28P2 overall at a distorted geometry.

Properties
Relative energy (zero: lowest compared OMol25 entry of this formula, charge and spin) in kJ/mol: 0.0

Geometry as XYZ:
```
192
C48H114O28P2 | the OMol25 dataset | wB97M-V/def2-TZVPD
P 3.670 2.745 0.838
P 1.328 -5.507 -0.968
O 2.382 -5.246 0.068
O 0.158 -6.554 -0.543
O -5.232 -2.011 1.822
O -5.937 -3.969 -0.317
O 1.885 6.600 -3.449
O 1.869 -6.186 -2.315
O -2.494 -2.114 2.169
O -0.644 3.087 3.856
O 2.716 2.270 -0.191
O -3.303 8.157 -0.105
O 5.867 -1.071 3.079
O 0.601 -4.129 -1.525
O -0.027 -1.293 6.240
O 3.099 2.460 2.337
O -1.869 5.969 1.030
O -5.584 0.480 -4.893
O -0.146 2.216 6.862
O 0.445 3.956 -4.417
O 4.290 -2.925 -3.598
O -1.849 -3.005 -3.657
O 4.063 -2.382 1.419
O 0.871 -3.814 4.882
O -1.002 -5.242 -5.556
O 3.980 -0.403 -2.369
O 3.961 4.316 0.776
O 0.175 1.707 -0.788
O 5.177 2.070 0.823
O -4.678 1.188 -2.213
C 3.655 -1.887 2.670
C 3.285 -2.688 -2.584
C -4.705 1.567 -4.675
C -4.073 8.970 -0.860
C 2.837 0.320 -2.748
C -1.673 4.808 0.230
C 0.675 3.363 6.640
C -0.461 -3.338 4.770
C 2.221 7.929 -3.587
C -5.997 -3.207 1.987
C -1.024 -6.630 -1.347
C 4.282 -2.173 -4.813
C -0.816 -2.480 6.021
C -0.476 -0.830 1.672
C -1.775 0.377 -0.411
C -2.462 -0.553 0.373
C 0.080 2.815 2.658
C 2.238 -7.595 -2.266
C -5.426 -4.267 0.972
C -1.237 7.096 0.484
C -5.401 -0.861 2.656
C 0.483 6.193 -3.396
C -4.966 2.115 -3.253
C -4.991 -0.794 -4.786
C -1.227 2.007 5.950
C -0.431 0.647 -0.149
C -0.258 -5.136 -6.834
C 5.466 0.729 0.746
C 6.995 -0.782 3.894
C 0.250 0.039 0.883
C 0.230 -3.125 -0.623
C -0.251 -4.525 -4.490
C -2.065 7.699 -0.704
C -1.864 -1.133 1.425
C -0.932 1.833 4.449
C 0.159 2.577 -4.383
C 1.167 -4.870 4.000
C 4.559 -3.690 1.593
C 0.170 4.695 -3.190
C 2.901 5.340 0.802
C -4.790 1.765 -0.969
C 3.687 -1.557 -1.657
C -5.216 -3.013 -1.068
C 4.813 -1.708 3.732
C 1.388 -1.265 6.101
C -0.624 -3.039 -4.401
C 3.900 2.452 3.471
C -2.105 -1.691 -3.067
H 2.298 -0.136 -3.580
H 1.538 -8.344 -1.897
H 1.321 -4.587 2.959
H -4.510 -0.243 2.769
H -0.921 2.513 -4.517
H -4.152 -1.044 -5.436
H -2.967 -1.859 -2.422
H -0.858 -2.688 -5.406
H -4.894 2.337 -5.423
H 2.391 -7.872 -3.309
H 0.910 2.111 2.724
H -0.785 -6.637 -2.411
H 3.930 1.495 3.990
H 3.172 1.305 -3.073
H 2.979 6.111 1.569
H 2.085 -5.271 4.430
H 2.293 -2.423 -2.949
H -7.067 -3.083 1.820
H 5.787 0.562 -0.282
H 0.086 6.731 -2.535
H -5.842 -1.191 3.597
H -2.310 4.790 -0.654
H 0.757 -2.205 -0.872
H 2.866 -2.536 3.050
H -0.826 -3.012 6.972
H 0.397 2.195 -3.390
H -2.259 -0.826 -3.713
H -4.468 3.079 -3.149
H 0.614 -5.786 -6.892
H 0.116 -1.356 2.406
H -4.158 -3.141 -0.840
H 1.285 0.220 1.136
H -1.996 2.764 6.102
H 6.276 0.484 1.433
H -5.408 -3.064 -2.140
H 5.150 -2.649 4.166
H 5.110 -2.555 -5.411
H -5.610 -1.687 -4.866
H -4.525 -0.890 -3.806
H -3.611 9.954 -0.785
H -6.044 2.266 -3.220
H -3.663 1.270 -4.793
H -0.674 4.413 0.042
H 3.741 3.279 4.163
H 0.124 4.296 6.523
H 7.584 -1.679 4.087
H -5.848 1.979 -0.812
H -2.175 0.893 -1.272
H -5.818 -3.577 2.997
H 3.337 -2.332 -5.332
H -0.897 -5.487 -7.645
H -3.447 -2.155 2.275
H 1.369 3.145 5.828
H -5.989 -5.155 1.257
H 3.003 5.892 -0.133
H 4.594 0.090 0.885
H 5.004 -4.052 0.666
H -0.174 6.948 0.292
H 0.698 2.017 -5.147
H 4.526 -1.138 -4.574
H 3.750 -4.313 1.975
H -1.719 -5.842 -1.056
H -1.120 -4.196 4.900
H -0.541 -4.974 -3.539
H -0.003 -4.084 -6.959
H -5.603 -2.010 -0.886
H 4.565 -1.862 -1.089
H -0.794 -2.935 3.814
H 1.771 -0.301 6.434
H 1.795 -1.968 6.827
H 6.739 -0.355 4.864
H -1.353 -1.397 -2.335
H 2.142 0.464 -1.921
H -4.306 8.634 -1.870
H 0.949 4.359 -2.506
H 0.412 3.777 2.269
H -4.377 -4.560 0.997
H 2.955 -1.469 -0.854
H 1.287 3.523 7.528
H -0.787 4.572 -2.683
H -3.422 -0.955 0.085
H -4.312 2.741 -0.882
H 3.261 -0.874 2.590
H 3.190 -3.606 -2.005
H -1.651 8.564 -1.221
H -5.021 9.044 -0.327
H -2.319 6.913 -1.416
H -1.634 1.038 6.237
H -0.596 2.402 1.910
H 5.367 -3.813 2.314
H 2.160 8.477 -2.648
H 1.108 1.736 -0.563
H -4.497 1.134 -0.130
H 1.689 -1.438 5.068
H -6.053 -0.109 2.213
H 0.833 -4.625 -4.541
H -2.110 3.966 0.767
H -1.491 -7.594 -1.145
H 0.324 -5.555 4.088
H 4.500 -1.041 4.535
H 3.248 8.007 -3.944
H 1.891 4.929 0.790
H -0.848 -3.027 -0.490
H -1.175 7.782 1.329
H -0.018 1.239 4.436
H -0.112 6.503 -4.255
H 1.548 8.569 -4.158
H 0.632 -3.375 0.359
H -1.835 -2.127 5.860
H -1.786 1.395 3.932
H 7.589 -0.105 3.280
H 0.199 -2.418 -4.048
H 4.949 2.556 3.194
H 3.211 -7.748 -1.799
```

Here are the Mulliken charges for atoms 1 to 4, given in e: atom 1 (P): -0.6510, atom 2 (P): -0.3768, atom 3 (O): -0.2746, atom 4 (O): -0.3105

[2]
ORCA calculation (wB97M-V/def2-TZVPD) on one molecule with the formula C8H9Cl at a distorted geometry.

Properties
Relative energy (zero: lowest compared OMol25 entry of this formula, charge and spin) in kJ/mol: 443.0

Geometry as XYZ:
```
18
C8H9Cl | the OMol25 dataset | wB97M-V/def2-TZVPD
Cl 0.256 -0.331 3.178
C -0.974 -1.612 -0.591
C -0.541 -0.931 0.668
C 0.421 -0.558 1.466
C 1.506 0.096 0.844
C -0.008 1.586 -0.848
C 1.438 1.780 -1.239
C 1.036 0.777 -0.155
C -1.805 -1.606 0.660
H -1.187 -0.946 -1.386
H 2.659 -0.133 1.041
H -0.692 1.324 -1.641
H -0.414 2.359 -0.050
H -2.129 -2.448 1.333
H 1.742 1.382 -2.213
H -2.652 -0.881 0.782
H 1.935 2.763 -0.875
H -0.592 -2.621 -0.974
```

Here are the Mulliken charges for atoms 1 to 4, given in e: atom 1 (Cl): -0.2198, atom 2 (C): -0.3709, atom 3 (C): 0.2093, atom 4 (C): 0.3572

[3]
ORCA calculation (wB97M-V/def2-TZVPD) on a 2-piece molecular cluster, C6H14O2 overall at a distorted geometry.

Properties
Relative energy (zero: lowest compared OMol25 entry of this formula, charge and spin) in kJ/mol: 285.8

Geometry as XYZ:
```
22
C6H14O2 | the OMol25 dataset | wB97M-V/def2-TZVPD
O -3.951 1.341 0.337
O -1.184 1.001 -2.034
C 0.155 0.670 -1.882
C 0.378 -0.721 -1.412
C 2.266 -0.984 1.349
C 0.901 -0.382 1.081
C 0.047 -0.904 0.033
C 0.447 0.620 1.898
H -1.699 0.233 -2.264
H -0.130 -1.416 -2.071
H -0.515 1.057 2.102
H 2.547 -1.945 0.735
H -3.217 1.276 -0.181
H 1.417 -1.140 -1.450
H -0.145 -1.972 0.197
H 0.549 1.404 -1.160
H 0.904 0.694 2.942
H 2.289 -1.151 2.525
H 3.017 -0.263 0.998
H 0.592 0.893 -2.957
H -0.978 -0.412 0.298
H -3.691 2.100 0.916
```

Here are the Mulliken charges for atoms 1 to 4, given in e: atom 1 (O): -0.6286, atom 2 (O): -0.4852, atom 3 (C): -0.4501, atom 4 (C): -0.5431

[4]
ORCA calculation (wB97M-V/def2-TZVPD) on a 9-piece molecular cluster, C29H48Br6O18 overall at a distorted geometry.

Properties
Relative energy (zero: lowest compared OMol25 entry of this formula, charge and spin) in kJ/mol: 0.0

Geometry as XYZ:
```
101
C29H48Br6O18 | the OMol25 dataset | wB97M-V/def2-TZVPD
Br 3.079 3.143 -8.724
Br -4.188 -1.769 -7.531
Br 0.265 -5.407 1.435
Br 2.209 -5.844 4.295
Br -3.945 -2.466 -2.966
Br 2.074 1.386 -5.578
O -1.674 -0.367 3.304
O -3.548 7.276 -0.157
O -2.806 5.611 1.150
O -1.544 1.723 4.092
O -0.328 -0.429 -0.883
O -4.073 -4.194 0.301
O -1.964 -3.648 -0.399
O 3.875 -1.039 -2.886
O 3.362 2.519 2.537
O 1.156 2.961 2.729
O 1.932 0.894 3.062
O -0.775 1.688 -0.242
O 4.553 -2.635 -4.281
O 5.118 -0.498 -4.683
O -0.192 0.161 4.911
O -3.095 -2.318 0.976
O -0.632 1.159 -2.388
O -1.927 5.893 -0.871
C 3.799 -3.329 -3.287
C 3.698 2.317 -6.003
C 3.574 -2.264 -2.199
C 3.269 -1.100 2.780
C -0.922 2.391 5.174
C -0.471 0.154 -3.367
C -0.610 0.858 -1.093
C 4.142 1.330 2.557
C -5.115 -3.300 0.733
C -1.910 2.774 6.246
C 3.242 0.319 3.287
C -3.559 -1.978 -4.817
C 4.131 2.094 -7.444
C -2.915 -3.486 0.294
C -2.836 6.343 0.021
C 0.133 4.717 -0.587
C 2.072 2.204 2.749
C 4.571 -1.309 -4.010
C -0.263 -0.875 0.470
C -1.836 4.555 1.026
C 0.090 1.325 5.678
C 2.219 -2.211 -1.578
C -1.176 0.439 4.023
C 1.826 -4.124 3.485
C -4.746 -2.166 -5.718
C -1.368 4.637 -0.433
C -4.347 -2.383 1.667
C -4.889 -0.993 1.911
C 0.474 -4.064 2.829
H -2.700 -2.579 -5.102
H 0.424 -0.459 -3.258
H 2.856 -3.675 -3.718
H 2.265 -1.494 2.939
H 0.232 -3.079 2.426
H -4.256 -0.507 2.657
H -1.274 -0.593 -3.384
H -0.321 -4.215 3.559
H 2.668 -3.879 2.849
H -0.496 0.608 -4.353
H -0.343 3.248 4.840
H 1.450 -2.087 -2.350
H -4.779 -0.388 1.010
H 0.534 5.436 0.127
H -2.796 3.268 5.840
H 5.078 1.475 3.089
H -1.007 4.812 1.689
H 4.338 -2.435 -1.430
H -3.203 -0.952 -4.774
H -1.789 3.809 -0.998
H 4.363 0.980 1.547
H 1.111 1.659 5.485
H -1.242 -0.932 0.921
H 3.567 -1.137 1.734
H 0.449 4.858 -1.618
H 0.392 -0.224 1.059
H -5.029 -3.215 -5.707
H 3.897 -1.765 3.374
H 3.433 0.388 4.362
H -2.266 1.894 6.783
H -4.243 -2.872 2.642
H 1.934 -3.164 -1.121
H -5.589 -1.555 -5.418
H 0.251 -1.835 0.477
H 4.343 -4.190 -2.911
H -0.013 1.082 6.735
H -1.456 3.499 6.921
H -5.901 -1.006 2.310
H 3.579 3.365 -5.760
H 3.970 1.069 -7.756
H 2.074 -1.410 -0.857
H 5.164 2.411 -7.543
H 4.512 1.851 -5.444
H -5.624 -2.831 -0.112
H -5.870 -3.872 1.275
H -2.229 3.596 1.349
H 1.776 -3.394 4.297
H 0.556 3.759 -0.280
```

Here are the Mulliken charges for atoms 1 to 4, given in e: atom 1 (Br): -0.1774, atom 2 (Br): -0.1752, atom 3 (Br): -0.1351, atom 4 (Br): -0.1332

[5]
ORCA calculation (wB97M-V/def2-TZVPD) on C4H2O2Tl as an isolated structure at a distorted geometry.

Properties
Spin multiplicity: 2
<S²>: 0.875
Relative energy (zero: lowest compared OMol25 entry of this formula, charge and spin) in kJ/mol: 184.6

Geometry as XYZ:
```
9
C4H2O2Tl | the OMol25 dataset | wB97M-V/def2-TZVPD
Tl -1.828 1.435 0.336
O -0.229 -1.877 0.117
O -0.156 1.818 -0.951
C 0.839 1.047 -0.900
C -0.933 -0.775 1.226
C 0.922 0.042 0.101
C 0.175 -0.032 1.205
H 1.565 1.046 -1.730
H -0.355 -2.703 0.596
```

Here are the Mulliken charges for atoms 1 to 4, given in e: atom 1 (Tl): 0.5407, atom 2 (O): -0.4778, atom 3 (O): -0.5741, atom 4 (C): 0.2531

[6]
ORCA calculation (wB97M-V/def2-TZVPD) on C25H23F6N11O6S2SeZr as an isolated structure.

Properties
Relative energy (zero: lowest compared OMol25 entry of this formula, charge and spin) in kJ/mol: 74.9

Geometry as XYZ:
```
75
C25H23F6N11O6S2SeZr | the OMol25 dataset | wB97M-V/def2-TZVPD
Zr 0.566 -0.398 -0.321
Se 1.853 -1.415 4.180
S -2.022 -2.389 0.955
S -2.035 -2.898 -1.755
F -1.198 -4.867 1.001
F -2.910 -2.361 -4.126
F -1.247 -3.884 2.932
F -3.092 -4.531 1.996
F -4.467 -2.942 -2.737
F -3.591 -0.966 -2.620
O 1.994 -1.176 -4.306
O -2.772 -1.573 1.856
O -0.604 -2.059 0.765
O -1.875 -4.275 -2.085
O 0.356 3.522 0.481
O -0.906 -2.012 -1.967
N -0.495 0.523 1.516
N -2.051 1.975 0.603
N -2.261 2.630 -1.585
N 1.262 1.680 -0.589
N -2.772 -2.639 -0.374
N 1.962 -0.776 1.321
N 1.212 -0.160 -2.371
N -1.371 0.521 -1.088
N -2.134 1.523 2.856
N 3.296 1.934 1.357
N 1.685 -2.352 -1.001
C 0.946 3.474 -2.306
C 0.798 3.792 -3.650
C -3.346 -2.251 -2.875
C 1.060 1.139 -2.897
C -1.522 1.281 1.679
C 2.412 -4.598 -0.742
C -1.847 1.670 -0.716
C 1.060 2.142 -1.912
C 2.491 2.529 3.955
C 0.758 2.793 -4.614
C -1.884 -4.032 1.775
C 0.900 1.461 -4.241
C 3.769 2.058 3.699
C 1.144 2.581 0.441
C 1.714 -1.176 -3.121
C 1.960 -1.046 2.464
C 2.483 -3.559 -2.892
C -1.592 0.904 4.059
C 1.626 2.706 2.890
C 1.969 -2.421 -2.304
C -3.538 1.930 2.877
C 1.905 -3.419 -0.230
C 2.070 2.376 1.614
C 4.125 1.790 2.386
C 2.703 -4.670 -2.095
H 4.477 1.894 4.499
H 0.634 3.044 -5.659
H 2.571 -5.440 -0.083
H 2.177 2.752 4.967
H 0.715 4.831 -3.941
H 3.099 -5.582 -2.523
H 0.626 3.097 3.019
H -4.121 1.363 2.151
H -2.382 2.904 0.803
H -0.505 0.977 4.068
H -3.932 1.728 3.868
H 0.903 0.677 -4.980
H -1.969 1.445 4.924
H 1.665 -3.316 0.819
H 5.122 1.436 2.149
H -1.885 2.534 -2.519
H -1.381 0.430 -2.100
H -0.279 -0.014 2.350
H -1.877 -0.149 4.133
H -3.657 2.999 2.686
H 0.967 4.260 -1.567
H -2.198 3.580 -1.249
H 2.689 -3.540 -3.952
```

Here are the Mulliken charges for atoms 1 to 4, given in e: atom 1 (Zr): -0.6838, atom 2 (Se): -0.1925, atom 3 (S): 1.0751, atom 4 (S): 0.9432

[7]
ORCA calculation (wB97M-V/def2-TZVPD) on a 2-piece molecular cluster, CBrNOS overall at a distorted geometry.

Properties
Relative energy (zero: lowest compared OMol25 entry of this formula, charge and spin) in kJ/mol: 303.3

Geometry as XYZ:
```
5
CBrNOS | the OMol25 dataset | wB97M-V/def2-TZVPD
Br 0.458 2.340 1.385
S -0.028 1.495 -0.472
O 0.484 -1.503 -1.281
N -0.773 -1.105 0.685
C -0.141 -1.227 -0.317
```

Here are the Mulliken charges for atoms 1 to 4, given in e: atom 1 (Br): 0.1642, atom 2 (S): 0.0990, atom 3 (O): -0.4677, atom 4 (N): -0.4836

[8]
ORCA calculation (wB97M-V/def2-TZVPD) on one molecule with the formula C5H8N2.

Properties
Relative energy (zero: lowest compared OMol25 entry of this formula, charge and spin) in kJ/mol: 233.6

Geometry as XYZ:
```
15
C5H8N2 | the OMol25 dataset | wB97M-V/def2-TZVPD
N 1.337 0.155 -0.143
N -2.208 0.902 0.014
C -1.068 0.057 0.031
C -1.105 -1.247 0.203
C 2.545 0.946 -0.172
C -1.097 -2.533 0.417
C 0.232 0.767 -0.054
H 3.147 0.650 -1.038
H -1.101 -2.947 1.424
H 2.368 2.033 -0.211
H -2.220 1.506 -0.801
H -3.069 0.369 0.039
H 0.160 1.867 -0.022
H -1.060 -3.243 -0.408
H 3.137 0.718 0.722
```

Here are the Mulliken charges for atoms 1 to 4, given in e: atom 1 (N): -0.3159, atom 2 (N): -0.5871, atom 3 (C): 0.4419, atom 4 (C): 0.1805

[9]
ORCA calculation (wB97M-V/def2-TZVPD) on a 2-piece molecular cluster, C9H14 overall at a distorted geometry.

Properties
Relative energy (zero: lowest compared OMol25 entry of this formula, charge and spin) in kJ/mol: 215.2

Geometry as XYZ:
```
23
C9H14 | the OMol25 dataset | wB97M-V/def2-TZVPD
C 2.022 -1.759 -0.039
C -0.307 -2.694 -0.126
C 0.799 2.728 1.405
C 1.143 -2.730 0.130
C 0.193 -0.599 -1.172
C -0.468 3.242 0.848
C -0.794 -1.638 -0.882
C -2.166 -1.443 -1.185
C 1.464 -0.533 -0.694
H -0.694 2.616 -0.076
H 0.647 1.663 1.256
H 3.066 -1.968 0.256
H -2.346 -0.698 -2.099
H -0.980 -3.293 0.531
H -2.770 -2.285 -1.368
H 2.025 0.468 -0.919
H -0.055 0.274 -1.732
H 1.626 3.170 0.824
H 1.289 -3.615 0.731
H 0.980 2.786 2.447
H -0.618 4.208 0.587
H -2.762 -0.942 -0.331
H -1.296 3.043 1.609
```

Here are the Mulliken charges for atoms 1 to 4, given in e: atom 1 (C): -0.5267, atom 2 (C): -0.4028, atom 3 (C): -0.6211, atom 4 (C): -0.3754

[10]
ORCA calculation (wB97M-V/def2-TZVPD) on one molecule with the formula C6H12O at a distorted geometry.

Properties
Relative energy (zero: lowest compared OMol25 entry of this formula, charge and spin) in kJ/mol: 350.7

Geometry as XYZ:
```
19
C6H12O | the OMol25 dataset | wB97M-V/def2-TZVPD
O 0.035 -1.307 -0.886
C 0.183 2.539 -1.414
C 0.184 -3.080 0.949
C 0.173 0.111 -0.225
C -0.610 -1.999 0.208
C 0.725 1.551 -0.428
C -0.247 2.671 0.007
H 1.733 1.751 -0.053
H 0.133 3.520 0.579
H -0.889 0.279 -0.131
H 1.219 -2.761 1.108
H 0.883 3.268 -1.810
H -0.528 2.140 -2.127
H -0.786 -1.232 0.963
H -1.617 -2.366 -0.043
H -1.270 2.416 0.280
H 0.197 -4.064 0.473
H 0.758 -0.233 0.608
H -0.275 -3.204 1.941
```

Here are the Mulliken charges for atoms 1 to 4, given in e: atom 1 (O): -0.4771, atom 2 (C): -0.5117, atom 3 (C): -1.0472, atom 4 (C): -0.5962

[11]
ORCA calculation (wB97M-V/def2-TZVPD) on C2H2F2LiOSm as an isolated structure at a distorted geometry.

Properties
Spin multiplicity: 6
<S²>: 8.760
Net charge: +2
Electronic energy in eV: -27677.88746

Geometry as XYZ:
```
9
C2H2F2LiOSm | the OMol25 dataset | wB97M-V/def2-TZVPD
Sm 3.386 0.604 0.087
F -0.376 1.877 -0.130
F -2.040 0.053 0.162
O 1.436 -0.643 0.084
C 0.124 -0.511 -0.410
C -0.682 0.458 0.303
Li -1.317 -2.002 0.027
H 0.000 -0.429 -1.507
H -0.530 0.594 1.383
```

Here are the Mulliken charges for atoms 1 to 4, given in e: atom 1 (Sm): 1.7736, atom 2 (F): -0.2603, atom 3 (F): -0.2720, atom 4 (O): -0.7155